Entry 1:
28
Properties=species:S:1:pos:R:3 method="wB97M-V/def2-TZVPD" lumo_energy_ev=2.99 homo_lumo_gap_ev=9.1 total_charge=-1 max_force_ev_per_a=0.40
C 1.65 -2.54 0.56
C 0.59 -1.46 0.39
O 1.21 -0.33 -0.21
C -0.05 -1.06 1.72
S -1.62 -0.19 1.58
O -2.31 -0.41 2.83
O -1.28 1.17 1.24
N -2.33 -0.83 0.30
S -3.17 -2.15 0.39
O -3.14 -2.82 -0.87
O -4.42 -2.04 1.07
F -2.29 -3.10 1.34
H 1.75 -3.12 -0.35
H 1.41 -3.21 1.39
H 2.61 -2.07 0.77
H -0.20 -1.83 -0.27
H 0.53 0.23 -0.61
H 0.60 -0.32 2.19
H -0.19 -1.91 2.39
C 1.40 3.97 -2.00
C 1.19 2.67 -1.24
O 0.25 1.82 -1.89
H 0.45 4.50 -2.12
H 2.09 4.62 -1.47
H 1.80 3.78 -3.00
H 0.76 2.86 -0.26
H 2.14 2.15 -1.11
H 0.58 1.60 -2.76

Entry 2:
12
Properties=species:S:1:pos:R:3 method="wB97M-V/def2-TZVPD" lumo_energy_ev="4.21 / 4.21" e_above_lowest_kj_mol=565.3 homo_lumo_gap_ev="7.2 / 7.2" total_charge=-1 max_force_ev_per_a=4.57
C 0.22 0.30 -0.79
C 0.19 0.80 0.47
C -1.05 0.45 1.08
N -0.80 -0.74 -0.98
N -1.59 -0.54 0.20
N 2.17 1.99 1.56
O 3.16 1.19 1.50
O -1.59 0.76 2.14
H 0.97 0.39 -1.54
H -1.40 -0.52 -1.80
H -1.75 -1.29 0.84
H 1.53 1.58 2.46